Record 1
Computed, not measured: a 5-piece molecular cluster, C30H37F4O3P2 overall, with the ωB97M-V functional and the def2-TZVPD basis.

Atoms and positions in Å:
C 6.86895 -1.81961 2.40531
C 6.57028 -2.35779 1.02202
O 6.46789 -1.34976 -0.01359
P 5.58786 -0.05617 0.03046
O 5.23392 0.49551 -1.27767
C 6.57157 1.22027 0.91258
C 6.26814 2.60612 0.29289
P 6.20236 3.90008 1.53106
O 4.36534 -0.46551 0.95009
C 3.69788 0.44813 1.83520
C 2.30188 -0.07427 2.08597
H 5.99813 -1.37110 2.88327
H 7.70027 -1.11206 2.38290
H 7.18975 -2.65390 3.03052
H 5.65482 -2.94830 1.00495
H 7.38604 -2.99709 0.69324
H 7.61737 0.96425 0.74549
H 6.40288 1.17068 1.99123
H 5.30718 2.59845 -0.22942
H 7.03439 2.89494 -0.42681
H 6.38436 5.17738 1.00451
H 4.97672 3.91604 2.19454
H 7.16241 3.71606 2.52409
H 3.63301 1.43506 1.35743
H 4.27263 0.55430 2.76057
H 1.66635 0.16323 1.23699
H 1.87644 0.36963 2.98607
H 2.32421 -1.15626 2.21339
F 0.28612 -0.68264 -0.34549
C 0.34508 -0.45655 -1.68677
C 1.57771 -0.20132 -2.25245
C 1.62758 0.04648 -3.61725
C 0.46434 0.03883 -4.37541
C -0.75613 -0.22794 -3.77190
C -0.82594 -0.48811 -2.41074
H 2.47298 -0.19766 -1.64320
H 2.58225 0.24674 -4.08553
H 0.50944 0.24116 -5.43677
H -1.66419 -0.22751 -4.35932
H -1.76402 -0.70514 -1.91749
F -3.95517 -2.47623 1.40369
C -3.07521 -3.26936 0.75140
C -1.75608 -2.87253 0.69080
C -0.85483 -3.68161 0.01394
C -1.28128 -4.85896 -0.58488
C -2.61732 -5.22995 -0.50617
C -3.53256 -4.43281 0.16736
H -1.45100 -1.94614 1.15710
H 0.18354 -3.38349 -0.04765
H -0.57617 -5.48467 -1.11504
H -2.95414 -6.14526 -0.97438
H -4.57754 -4.70073 0.24335
F -1.93457 2.58063 -2.99054
C -2.37094 3.24100 -1.89762
C -2.39012 2.57639 -0.68716
C -2.84935 3.25797 0.43128
C -3.27507 4.57517 0.32724
C -3.24162 5.21635 -0.90360
C -2.78568 4.55034 -2.03269
H -2.06033 1.54771 -0.63384
H -2.88205 2.75139 1.38716
H -3.64008 5.09791 1.20088
H -3.58006 6.24035 -0.99076
H -2.75484 5.02667 -3.00296
F -10.05011 0.37662 2.02040
C -9.07751 -0.18267 1.27177
C -9.28031 -0.31576 -0.08719
C -8.27333 -0.89066 -0.84948
C -7.09626 -1.31960 -0.25146
C -6.92112 -1.17411 1.11797
C -7.91815 -0.59921 1.89410
H -10.20750 0.02372 -0.52780
H -8.41250 -1.00256 -1.91676
H -6.31498 -1.76804 -0.85129
H -6.00648 -1.51049 1.58553
H -7.80755 -0.47206 2.96231

Output
Total energy ... -2473.0315 Ha
Total charge ... +1
LUMO ... -3.455 eV
Orbital gap ... 0.247 Eh

How positive or negative is each atom? The Mulliken charges in e answer that: -0.953, -0.209, -0.407, 0.895, -0.754, -1.076, -0.518, 0.047, -0.195, 0.063, -1.233, 0.207, 0.255, 0.415, 0.258, 0.355, 0.466, 0.547, 0.359, 0.562, 0.196, 0.180, 0.193, 0.155, 0.344, 0.126, 0.432, 0.313, -0.178, 0.612, -0.552, -0.382, -0.685, -0.488, -0.593, 0.457, 0.439, 0.387, 0.420, 0.580, -0.273, 0.516, -0.623, -0.194, -0.781, -0.241, -0.504, 0.417, 0.412, 0.402, 0.372, 0.455, -0.216, 0.376, -0.137, -0.483, -0.580, -0.333, -0.584, 0.382, 0.381, 0.383, 0.362, 0.433, -0.317, 0.410, -0.507, -0.328, -0.602, -0.068, -0.659, 0.418, 0.365, 0.417, 0.463, 0.427



Record 2
Computed, not measured: C25H45NP2STi as an isolated structure, with the ωB97M-V functional and the def2-TZVPD basis.

Atoms and positions in Å:
Ti -0.13235 0.02833 1.01221
C -1.69377 1.54639 0.94074
C -2.11215 0.62045 -0.10188
C -2.07494 -0.54066 1.91275
C -1.79290 0.85129 2.19555
C -2.28836 -0.67946 0.49590
C -1.71744 3.04013 0.82061
H -1.39056 3.40577 -0.15989
H -1.11753 3.57859 1.56319
H -2.74424 3.41943 0.94640
C -1.86518 1.56720 3.50097
H -1.47605 2.60677 3.49827
H -1.16799 1.23707 4.24754
H -2.77895 1.28885 4.06085
C -2.17768 -1.65340 2.89945
H -3.23075 -1.75350 3.16350
H -1.67858 -1.46510 3.85175
H -1.81203 -2.64331 2.58377
C -3.07477 -1.83478 -0.00107
H -4.12588 -1.60977 0.23393
H -2.84329 -2.76987 0.52352
H -2.98968 -2.01634 -1.07577
C -2.88361 1.14326 -1.24239
H -3.81665 1.57185 -0.83126
H -3.12268 0.36305 -1.96839
H -2.36428 1.94729 -1.77363
C 1.59249 0.44839 -2.55048
C 0.57534 1.32043 -2.70061
C -0.02496 1.61149 -4.06919
C -0.92346 0.44831 -4.65679
C -1.01770 -0.83057 -3.82787
C 0.02566 -1.67453 -3.72822
C 1.36041 -1.38008 -4.40420
C 2.23503 -0.24449 -3.74511
H 0.77238 1.83698 -4.81100
H -0.46850 0.17630 -5.62991
H -0.65500 2.51906 -3.98789
H 2.49554 0.48750 -4.53864
H 1.95183 0.11000 -1.56419
H 0.04766 1.79563 -1.85290
H 3.17563 -0.71051 -3.39730
H 1.94301 -2.32271 -4.41615
H -0.05809 -2.64396 -3.20328
H 1.16460 -1.07154 -5.45093
H -1.94652 0.84072 -4.84085
H -1.99890 -1.03491 -3.35559
P 1.81743 1.86905 1.46576
C 1.40616 2.63027 3.03841
H 2.29890 3.22443 3.22353
H 1.26711 1.92255 3.85039
H 0.52120 3.25918 2.95550
C 3.46882 1.22730 1.68535
H 3.98574 2.09142 2.10589
H 3.89932 0.93918 0.72402
H 3.49423 0.38599 2.38122
C 1.97381 3.30539 0.42842
H 2.43658 3.03466 -0.51890
H 2.61754 3.93733 1.04031
H 1.00789 3.78243 0.26120
P 1.02535 -2.44572 0.64805
C -0.21426 -3.66484 0.17198
H 0.40988 -4.48095 -0.19348
H -0.96630 -3.36426 -0.56528
H -0.69736 -3.98901 1.10177
C 2.64086 -2.63598 -0.12829
H 2.56525 -2.76238 -1.21354
H 3.02696 -3.52633 0.38066
H 3.30542 -1.79442 0.11146
C 1.40587 -3.18565 2.23670
H 1.60146 -4.20529 1.89628
H 0.54020 -3.12992 2.89574
H 2.29015 -2.70420 2.65171
S 0.20842 -0.22040 5.71576
C 0.27677 -0.18508 4.11407
N 0.61245 -0.24577 2.96976

Output
Total energy ... -2964.4529 Ha
Total charge ... +1
LUMO (spin up / spin down) ... -3.280 / -3.007 eV
Expectation value of S² ... 0.76
Multiplicity ... 2
Orbital gap (spin up / spin down) ... 0.269 / 0.290 Eh

How positive or negative is each atom? The Mulliken charges in e answer that: -0.681, 1.280, 0.912, 0.521, 1.154, 0.932, -2.031, 0.380, 0.419, 0.306, -0.973, 0.386, -0.015, 0.336, -1.891, 0.450, 0.216, 0.187, -1.966, 0.374, 0.464, 0.342, -1.901, 0.331, 0.514, 0.214, 0.315, 0.397, -1.234, -0.992, -0.259, -0.325, -0.867, -1.096, 0.457, 0.340, 0.353, 0.402, 0.120, 0.115, 0.333, 0.383, 0.435, 0.363, 0.361, 0.496, 1.228, -1.449, 0.651, 0.338, 0.252, -1.306, 0.466, 0.349, 0.336, -1.343, 0.371, 0.516, 0.298, 1.650, -1.529, 0.521, 0.128, 0.470, -1.266, 0.278, 0.580, 0.273, -1.852, 0.680, 0.373, 0.349, -0.227, -0.043, -0.446



Record 3
Computed, not measured: C50H52N5O3RbS2 as an isolated structure, with the ωB97M-V functional and the def2-TZVPD basis.

Atoms and positions in Å:
Rb 0.14773 -0.09380 0.12531
C 1.87346 2.32911 2.09352
N 0.94747 1.71855 3.03817
C -0.08737 2.64057 3.46941
C -1.02150 3.12476 2.36748
N -2.02447 2.17452 1.92563
C -2.70307 2.69628 0.74601
C -2.96831 1.72119 2.89999
C -3.20852 2.45944 4.05837
C -4.12077 2.04887 5.02120
C -4.82676 0.87435 4.81090
C -4.60928 0.14062 3.65719
C -3.68677 0.51919 2.66810
S -3.48246 -0.50477 1.26534
C 1.64738 1.07426 4.11553
C 1.65452 1.64414 5.38890
C 2.31126 1.05739 6.46329
C 2.99797 -0.12890 6.25366
C 3.00742 -0.70123 4.99437
C 2.33895 -0.14681 3.88642
S 2.39790 -0.99176 2.36597
H 2.30431 3.26144 2.50042
H 1.37197 2.57413 1.15426
H 2.67089 1.62229 1.86930
H 0.35013 3.55256 3.92027
H -0.66896 2.14410 4.24533
H -0.44112 3.39273 1.48316
H -1.48075 4.07454 2.70028
H -3.15885 3.68117 0.95222
H -3.47309 1.99750 0.43517
H -1.99333 2.81156 -0.07853
H -2.66065 3.37792 4.22581
H -4.26678 2.63827 5.91888
H -5.54050 0.52107 5.54765
H -5.15162 -0.78239 3.49115
H 1.12759 2.57251 5.56177
H 2.28010 1.52490 7.44070
H 3.51994 -0.61630 7.07082
H 3.52976 -1.63534 4.82645
N -3.51508 0.83627 -1.86037
C -3.72674 1.81880 -2.75789
C -4.94296 2.44248 -2.97546
C -5.06796 3.44402 -3.95709
C -4.01156 3.84251 -4.72949
C -2.74343 3.23907 -4.52337
C -1.57780 3.58219 -5.24818
C -0.39483 2.96249 -4.96648
C -0.34752 1.98595 -3.94396
N -1.41174 1.64181 -3.26272
C -2.59318 2.24236 -3.54166
H -4.20073 0.52476 -1.19046
H -2.58752 0.44739 -1.80717
H -5.80242 2.15224 -2.38288
H -6.03819 3.90712 -4.09922
H -4.12216 4.61245 -5.48378
H -1.64159 4.34330 -6.01907
H 0.51246 3.20933 -5.50246
H 0.57859 1.48965 -3.66548
C -6.94476 -3.81326 0.13039
C -5.71956 -3.41030 -0.64254
C -4.45432 -3.62614 -0.13211
C -3.30710 -3.18870 -0.79049
C -1.98041 -3.42694 -0.12660
C -3.45841 -2.53725 -2.02036
C -2.29532 -1.97949 -2.74163
O -1.30899 -1.51472 -2.21955
C -4.73594 -2.34308 -2.57985
C -4.92733 -1.60624 -3.88284
C -5.84516 -2.77190 -1.87523
H -6.67456 -4.34251 1.04329
H -7.59731 -4.45723 -0.46376
H -7.51895 -2.92935 0.41560
H -4.34271 -4.10224 0.83511
H -2.02549 -4.34010 0.46838
H -1.77974 -2.60211 0.56263
H -1.15666 -3.50211 -0.83232
H -2.36971 -1.97144 -3.84496
H -4.52437 -0.59301 -3.82809
H -5.98943 -1.53501 -4.11728
H -4.43508 -2.11209 -4.71621
H -6.83461 -2.58604 -2.28223
C 8.47541 -0.63210 1.48214
C 8.13783 -0.72357 0.01643
C 9.16397 -0.75082 -0.92259
C 8.87742 -0.80493 -2.27863
C 7.56139 -0.88313 -2.69557
C 6.51697 -0.87547 -1.76853
N 5.20478 -0.96517 -2.24615
C 4.24121 -1.83565 -1.75798
C 4.60379 -3.02469 -1.11867
C 3.63782 -3.90516 -0.66407
C 2.29295 -3.62805 -0.85831
C 1.93213 -2.44323 -1.48471
C 2.88019 -1.52896 -1.92882
C 2.45694 -0.19082 -2.53122
O 3.13501 0.25053 -3.48979
O 1.47094 0.36033 -1.98876
C 6.79887 -0.74964 -0.39581
C 5.69169 -0.59597 0.60805
H 9.54657 -0.76624 1.63858
H 7.94263 -1.38730 2.06226
H 8.19204 0.33807 1.89737
H 10.19422 -0.72071 -0.58416
H 9.67996 -0.81433 -3.00709
H 7.31180 -0.97341 -3.74575
H 4.83796 -0.29755 -2.92318
H 5.65531 -3.24555 -0.97647
H 3.93993 -4.81149 -0.15245
H 1.53182 -4.31141 -0.50269
H 0.88201 -2.22610 -1.64200
H 5.38614 -1.54096 1.06391
H 4.79263 -0.18681 0.15197
H 5.98407 0.06875 1.42066

Output
Total energy ... -3256.6585 Ha
Total charge ... -2
LUMO ... 3.756 eV
Orbital gap ... 0.197 Eh

Atomic partial charges in e from the Mulliken method, atoms 1 to 99: 0.787, -1.004, 0.925, -1.303, -1.589, 0.970, -1.203, -0.012, -0.306, -0.945, -0.532, -0.781, -0.351, 0.146, -0.428, -0.016, -0.908, -0.499, -0.731, 0.272, -0.251, 0.226, 0.306, 0.157, 0.350, 0.940, 0.781, 0.330, 0.215, 0.230, 0.334, 0.276, 0.356, 0.325, 0.416, 0.299, 0.345, 0.324, 0.351, 1.203, -0.192, -0.712, -0.603, -0.960, 0.859, -0.776, -0.863, -0.141, 0.310, 0.448, 0.042, -0.909, 0.482, 0.368, 0.352, 0.372, 0.455, 0.282, -1.664, 0.729, -0.797, 0.896, -1.260, 1.570, -1.240, -0.239, 1.020, -1.636, -0.957, 0.357, 0.385, 0.325, 0.283, 0.423, 0.090, 0.259, 0.253, 0.240, 0.373, 0.360, 0.315, -1.578, 1.064, -0.834, -0.665, -0.778, -0.425, 0.027, -0.325, -0.747, -0.616, -0.775, -0.058, 0.592, 0.130, -0.942, -0.425, 1.264, -1.302



Record 4
Computed, not measured: C30H34N7O3PS2Ta as an isolated structure, with the ωB97M-V functional and the def2-TZVPD basis.

Atoms and positions in Å:
Ta 0.24056 0.50743 0.14535
O -1.40616 4.27623 -0.50194
C -0.79957 3.36593 -0.01845
N -0.35361 2.22813 -0.70358
C -0.47696 2.25226 -2.15891
C 0.81406 1.70735 -2.68599
C 1.24683 1.90470 -3.98314
C 2.45125 1.35293 -4.37989
C 3.18897 0.61282 -3.46518
C 2.69423 0.44651 -2.19272
N 1.52168 0.98458 -1.79486
C -0.34557 3.32355 1.40337
C -0.48854 4.39461 2.24749
C 0.05943 4.30133 3.52245
C 0.74317 3.14782 3.87860
C 0.83002 2.11116 2.97150
N 0.27596 2.17750 1.75023
H -0.67551 3.27243 -2.48683
H -1.31764 1.63854 -2.50142
H 0.64852 2.49384 -4.66584
H 2.81651 1.50103 -5.38795
H 4.13420 0.16356 -3.73478
H 3.23779 -0.13594 -1.46640
H -0.99814 5.27943 1.88954
H -0.02633 5.12566 4.21898
H 1.21527 3.05049 4.84674
H 1.38235 1.21489 3.20597
O 1.43311 -2.50920 -2.74507
C 0.21920 -3.06153 -3.03167
C 0.23979 -4.13465 -3.91205
C -0.93962 -4.74323 -4.28632
C -2.16842 -4.29362 -3.79259
C -2.19278 -3.23956 -2.91678
C -0.99956 -2.60677 -2.51204
C -1.12015 -1.52001 -1.56093
O 0.02054 -0.99170 -0.97228
N -2.19900 -0.96489 -1.17349
N -1.94883 0.06614 -0.25512
C -3.08488 0.59670 0.15527
S -4.58997 0.03285 -0.43401
C -5.56526 1.36648 0.31776
C -4.91448 1.75938 1.62763
S -3.12361 1.86114 1.32671
H 1.31274 -1.72070 -2.21396
H 1.19409 -4.46624 -4.29850
H -0.90960 -5.57687 -4.97578
H -3.08828 -4.77397 -4.09356
H -3.13261 -2.88296 -2.51691
H -6.57127 0.98163 0.48082
H -5.60959 2.19700 -0.38468
H -5.08819 1.02384 2.41170
H -5.24346 2.73908 1.97004
C -2.19800 -1.65298 2.19132
P -0.46343 -1.14025 2.29785
C -0.34244 -0.55602 4.00695
C 0.38714 -2.73587 2.34704
H -2.36180 -2.41557 2.95446
H -2.42915 -2.07715 1.21539
H -2.85409 -0.80994 2.39359
H -0.82763 -1.30505 4.63543
H -0.85405 0.39496 4.14091
H 0.69539 -0.46744 4.32640
H -0.08963 -3.31720 3.13840
H 1.44285 -2.62261 2.58039
H 0.27562 -3.27346 1.40542
N 3.16818 1.82366 0.82389
C 3.31658 0.46888 0.96029
C 4.49576 -0.08518 1.46725
C 4.65650 -1.44616 1.44883
C 3.64824 -2.26045 0.91113
C 2.49432 -1.67228 0.49363
N 2.28746 -0.31901 0.55874
H 3.98086 2.38314 1.04156
H 2.69730 2.15022 -0.01052
H 5.28935 0.57053 1.80152
H 5.58042 -1.88415 1.80521
H 3.76964 -3.33089 0.82544
H 1.69194 -2.25683 0.07298

Output
Total energy ... -2966.6335 Ha
Total charge ... +3
LUMO ... -9.995 eV
Orbital gap ... 0.206 Eh

How positive or negative is each atom? The Mulliken charges in e answer that: 0.052, -0.581, 0.383, 0.194, -1.483, 0.717, -0.966, -0.524, -1.038, -0.131, 0.650, 0.452, -1.032, -0.562, -1.079, -0.666, 0.499, 0.944, 0.216, 0.574, 0.477, 0.531, 0.315, 0.640, 0.513, 0.520, 0.840, -0.649, 0.673, -0.743, -0.451, -0.846, -1.151, -0.065, 1.326, 0.558, -0.984, 1.011, -0.335, 0.122, -0.692, -0.622, 0.202, 0.097, 0.518, 0.431, 0.463, 0.494, 0.461, 0.341, 0.339, 0.497, -1.495, 1.651, -1.565, -1.553, 0.641, 0.326, 0.293, 0.542, 0.383, 0.462, 0.586, 0.380, 0.385, -0.113, 0.309, -0.834, -0.522, -1.119, -0.723, 0.633, 0.345, 0.074, 0.488, 0.496, 0.600, 0.881